Record 1
# C4H4F2N2O

C4H4F2N2O as an isolated structure (the ωB97M-V functional and the def2-TZVPD basis, the OMol25 dataset).

Each line ends with the natural charge from an NBO analysis.
Element x y z (Å)
C (-0.286, -1.308, -0.530)  -0.410
C (-1.185, -0.387, -0.232)  -0.035
C (0.995, -1.384, 0.073)  0.718
C (-0.857, 0.888, 0.494)  -0.307
N (1.408, 0.449, 0.575)  0.079
N (0.508, 1.289, 0.308)  0.070
O (1.689, -2.290, 0.422)  -0.428
F (2.708, 0.820, 0.358)  -0.197
F (0.545, 1.540, -1.340)  -0.502
H (-0.638, -1.893, -1.402)  0.271
H (-2.335, -0.247, -0.381)  0.241
H (-1.524, 1.571, 0.067)  0.247
H (-1.027, 0.952, 1.587)  0.254

- LUMO (alpha / beta) (Eh) = -0.0287 / -0.0287
- HOMO (alpha / beta) (hartree) = -0.335 / -0.335
- net charge = 0

=====

Record 2
# C10H14N3O2

An isolated ion of composition C10H14N3O2 and charge +1 (the ωB97M-V functional and the def2-TZVPD basis, the OMol25 dataset).

Each line ends with the natural charge from an NBO analysis.
Element x y z (Å)
N (2.692, -1.760, 0.957)  -0.941
C (2.478, -0.672, 0.167)  0.826
N (1.292, -0.541, -0.621)  -0.665
C (0.805, 0.847, -0.422)  0.180
C (0.193, 0.949, 1.028)  -0.107
O (-0.614, -0.190, 1.382)  -0.519
C (-1.711, -0.331, 0.515)  0.252
C (-2.703, 0.751, 0.330)  -0.278
C (-3.797, 0.565, -0.613)  -0.201
C (-3.924, -0.694, -1.355)  -0.211
C (-2.977, -1.806, -1.177)  -0.201
C (-1.879, -1.590, -0.229)  -0.258
O (1.754, 1.852, -0.743)  -0.470
C (2.924, 1.718, 0.027)  0.054
N (3.455, 0.310, 0.088)  -0.493
H (3.165, -2.608, 0.638)  0.458
H (2.349, -1.727, 1.916)  0.451
H (1.450, -0.762, -1.609)  0.442
H (-0.055, 0.984, -1.139)  0.250
H (1.005, 0.999, 1.812)  0.182
H (-0.443, 1.864, 1.168)  0.224
H (-2.540, 1.668, 0.948)  0.224
H (-4.527, 1.396, -0.771)  0.240
H (-4.750, -0.819, -2.089)  0.233
H (-3.046, -2.774, -1.716)  0.239
H (-1.112, -2.386, -0.045)  0.227
H (3.711, 2.334, -0.496)  0.234
H (2.846, 2.173, 1.061)  0.204
H (3.959, 0.252, 0.988)  0.424

- SMILES = NC1=[NH+][C@@H](COc2ccccc2)OCN1
- LUMO (Eh) = -0.2060
- HOMO (hartree) = -0.422
- net charge = +1

=====

Record 3
# C2H6N2

A single C2H6N2 molecule (the ωB97M-V functional and the def2-TZVPD basis, the OMol25 dataset).

Each line ends with the natural charge from an NBO analysis.
Element x y z (Å)
H (-0.906, -1.402, 0.083)  0.323
N (-1.502, -0.584, 0.007)  -0.725
C (-0.821, 0.488, -0.028)  0.284
N (0.503, 0.660, -0.029)  -0.607
C (1.407, -0.469, 0.011)  -0.433
H (-1.274, 1.464, 0.071)  0.154
H (0.855, 1.576, 0.214)  0.391
H (2.419, -0.123, -0.258)  0.214
H (1.402, -1.038, 0.969)  0.194
H (0.984, -1.121, -0.823)  0.205

- SMILES = [H]/N=C\NC
- LUMO (Eh) = 0.0324
- HOMO (hartree) = -0.333
- net charge = 0

=====

Record 4
# C4H10NPS

A single C4H10NPS molecule (the ωB97M-V functional and the def2-TZVPD basis, the OMol25 dataset).

Each line ends with the natural charge from an NBO analysis.
Element x y z (Å)
C (0.616, 1.385, -0.649)  -0.723
C (1.931, 2.048, -0.291)  -0.574
C (-0.153, -2.518, -0.063)  -0.443
C (-1.496, 0.532, 1.108)  -0.940
N (0.484, -1.302, -0.258)  -0.793
P (0.306, 0.042, 0.588)  1.226
S (1.962, 2.626, 1.419)  0.033
H (-0.137, 2.203, -0.460)  0.234
H (0.457, 0.801, -1.567)  0.254
H (2.585, 1.234, -0.566)  0.220
H (2.135, 2.931, -0.799)  0.232
H (0.463, -3.347, 0.443)  0.208
H (-0.634, -2.978, -0.985)  0.213
H (-1.007, -2.435, 0.568)  0.166
H (-2.399, 0.581, 0.360)  0.234
H (-1.851, -0.256, 1.757)  0.225
H (-1.430, 1.431, 1.572)  0.228

- LUMO (alpha / beta) (Eh) = -0.0377 / -0.0685
- HOMO (alpha / beta) (hartree) = -0.336 / -0.295
- net charge = 0

=====

Record 5
# C3H4NOS

A 2-piece molecular cluster, C3H4NOS overall (the ωB97M-V functional and the def2-TZVPD basis, the OMol25 dataset).

Each line ends with the natural charge from an NBO analysis.
Element x y z (Å)
C (-0.028, 0.347, -0.224)  -0.275
C (-2.239, 1.700, 1.260)  0.450
C (1.640, -1.301, -0.472)  -0.490
N (0.768, -0.435, 0.321)  -0.554
O (-1.625, 2.454, 1.891)  -0.508
S (-3.440, 1.110, 0.413)  -0.169
H (-0.308, 0.550, -1.298)  0.058
H (2.606, -1.179, -0.173)  0.170
H (1.347, -0.965, -1.551)  0.142
H (1.279, -2.282, -0.167)  0.175

- LUMO (alpha / beta) (Eh) = 0.1239 / 0.1239
- HOMO (alpha / beta) (hartree) = -0.040 / -0.040
- net charge = -1

=====

Record 6
# C4H9N3S

A single C4H9N3S molecule (the ωB97M-V functional and the def2-TZVPD basis, the OMol25 dataset).

Each line ends with the natural charge from an NBO analysis.
Element x y z (Å)
C (-1.386, 1.845, 0.031)  -0.785
S (-0.778, 0.373, -0.966)  0.145
C (0.556, -0.057, 0.096)  0.216
N (1.400, 0.717, 0.541)  -0.242
N (1.466, 2.019, 0.195)  -0.632
N (0.557, -1.402, 0.514)  -0.446
C (0.015, -2.490, -0.239)  -0.260
C (-0.650, -2.117, 1.021)  -0.261
H (-0.636, 2.363, 0.701)  0.260
H (-2.319, 1.733, 0.756)  0.226
H (-1.798, 2.693, -0.671)  0.228
H (1.076, 2.162, -0.739)  0.326
H (2.406, 2.310, -0.166)  0.364
H (-0.335, -2.309, -1.404)  0.213
H (0.866, -3.258, -0.216)  0.218
H (-0.418, -2.576, 1.997)  0.219
H (-1.563, -1.515, 0.989)  0.211

- SMILES = CS/C(=N\N)N1CC1
- LUMO (Eh) = 0.0259
- HOMO (hartree) = -0.329
- net charge = 0

=====

Record 7
# C5H13NO2

A single C5H13NO2 molecule (the ωB97M-V functional and the def2-TZVPD basis, the OMol25 dataset).

Each line ends with the natural charge from an NBO analysis.
Element x y z (Å)
N (1.695, 1.641, 0.110)  -0.838
C (0.777, 0.535, 0.413)  -0.063
C (0.762, 0.360, 1.987)  -0.054
O (0.169, -0.856, 2.113)  -0.758
C (0.772, -0.749, -0.359)  -0.478
C (-0.339, -0.791, -1.454)  -0.421
C (-1.865, -0.472, -0.939)  -0.032
O (-2.358, 0.669, -1.501)  -0.731
H (1.484, 2.040, -0.735)  0.354
H (2.649, 1.325, 0.206)  0.352
H (-0.254, 1.018, 0.247)  0.169
H (1.724, 0.227, 2.476)  0.178
H (0.044, 1.104, 2.400)  0.177
H (-0.862, -0.959, 2.265)  0.488
H (1.751, -0.998, -0.718)  0.212
H (0.740, -1.566, 0.409)  0.260
H (-0.118, -0.198, -2.286)  0.194
H (-0.576, -1.901, -1.802)  0.216
H (-2.633, -1.341, -0.995)  0.163
H (-1.828, -0.368, 0.070)  0.134
H (-1.733, 1.281, -1.907)  0.478

- SMILES = N[C@H](CO)CCCO
- LUMO (Eh) = 0.0289
- HOMO (hartree) = -0.334
- net charge = 0

=====

Record 8
# C2H4N4

A single C2H4N4 molecule (the ωB97M-V functional and the def2-TZVPD basis, the OMol25 dataset).

Each line ends with the natural charge from an NBO analysis.
Element x y z (Å)
N (2.035, -0.064, -0.206)  -0.521
C (0.578, 0.024, -0.095)  0.541
N (1.059, -0.794, 0.763)  -0.266
N (-1.737, -0.500, 0.752)  -0.701
C (-1.588, 0.361, -0.179)  0.263
N (-0.333, 0.685, -0.701)  -0.615
H (2.631, 0.638, 0.221)  0.400
H (2.473, -0.653, -0.906)  0.400
H (-2.716, -0.613, 1.002)  0.345
H (-2.403, 0.917, -0.652)  0.154

- LUMO (Eh) = 0.0185
- HOMO (hartree) = -0.327
- net charge = 0

=====

Record 9
# C5H10N2O2

A single C5H10N2O2 molecule (the ωB97M-V functional and the def2-TZVPD basis, the OMol25 dataset).

Each line ends with the natural charge from an NBO analysis.
Element x y z (Å)
C (-2.153, 0.149, -1.135)  -0.440
C (-1.033, 0.545, -0.508)  0.048
C (-1.045, 1.761, 0.371)  -0.665
C (0.202, -0.636, -0.717)  -0.089
C (0.132, -1.746, 0.424)  -0.629
N (1.709, -0.497, -0.892)  -0.225
N (2.407, -0.003, 0.019)  0.543
O (3.650, -0.044, -0.024)  -0.474
O (1.846, 0.518, 1.089)  -0.522
H (-3.024, 0.725, -0.808)  0.204
H (-2.217, -0.778, -1.660)  0.202
H (-0.207, 2.478, 0.230)  0.224
H (-0.851, 1.529, 1.355)  0.221
H (-1.972, 2.334, 0.437)  0.222
H (-0.185, -1.066, -1.665)  0.215
H (-0.941, -1.840, 0.562)  0.217
H (0.709, -1.617, 1.312)  0.218
H (0.412, -2.663, -0.079)  0.217
H (2.562, 0.851, 1.685)  0.512

- SMILES = C=C(C)[C@H](C)/N=[N+](/[O-])O
- LUMO (Eh) = 0.0189
- HOMO (hartree) = -0.353
- net charge = 0

=====

Record 10
# C32H46As3N4O6PbSe

C32H46As3N4O6PbSe as an isolated structure (the ωB97M-V functional and the def2-TZVPD basis, the OMol25 dataset).

Each line ends with the Mulliken charge.
Element x y z (Å)
Pb (-0.079, -1.189, -1.135)  1.585
O (4.486, 0.910, -1.796)  -0.427
C (3.246, 0.471, -1.586)  -0.737
O (2.986, -0.638, -1.192)  -0.406
C (2.210, 1.512, -1.868)  0.304
C (2.550, 2.801, -2.236)  -0.594
C (1.531, 3.702, -2.518)  -0.919
C (0.222, 3.265, -2.471)  -0.720
C (-0.025, 1.942, -2.117)  0.326
N (0.942, 1.099, -1.785)  1.015
C (-1.440, 1.399, -2.200)  0.144
O (-2.344, 2.164, -2.464)  -0.710
O (-1.582, 0.124, -2.014)  -0.672
H (5.100, 0.183, -1.610)  0.451
H (3.590, 3.086, -2.299)  0.653
H (1.764, 4.722, -2.792)  0.504
H (-0.618, 3.898, -2.715)  0.656
C (2.665, 0.333, 3.471)  -1.484
As (1.937, 0.789, 1.705)  1.293
C (3.495, 1.867, 1.185)  -1.429
C (0.852, 2.373, 2.142)  -0.839
C (-0.514, 2.216, 2.812)  2.884
C (-0.422, 1.284, 4.023)  -1.849
C (-1.614, 1.723, 1.865)  -1.592
As (-1.702, -0.084, 1.081)  1.080
C (-2.093, -1.263, 2.574)  -1.079
C (-3.491, 0.147, 0.362)  -1.384
C (-0.959, 3.600, 3.342)  -2.170
As (-1.050, 5.299, 2.306)  0.308
C (0.862, 5.725, 2.123)  -0.956
C (-1.348, 4.795, 0.427)  -0.813
H (2.853, 1.238, 4.049)  0.442
H (3.611, -0.189, 3.323)  0.506
H (1.992, -0.314, 4.029)  0.260
H (3.777, 2.518, 2.012)  0.516
H (3.262, 2.489, 0.322)  0.243
H (4.338, 1.220, 0.943)  0.371
H (0.740, 2.897, 1.189)  -0.874
H (1.486, 3.003, 2.773)  1.017
H (-0.152, 0.267, 3.729)  -0.163
H (-1.379, 1.237, 4.546)  0.467
H (0.328, 1.641, 4.731)  0.453
H (-1.705, 2.389, 1.006)  -0.197
H (-2.568, 1.779, 2.399)  0.735
H (-2.614, -0.702, 3.349)  0.497
H (-1.183, -1.696, 2.984)  -0.142
H (-2.725, -2.059, 2.188)  0.558
H (-4.154, 0.410, 1.187)  0.488
H (-3.811, -0.788, -0.088)  0.359
H (-3.499, 0.934, -0.389)  0.374
H (-0.304, 3.878, 4.175)  0.596
H (-1.956, 3.497, 3.778)  0.506
H (1.340, 5.682, 3.101)  0.316
H (0.940, 6.748, 1.757)  0.422
H (1.386, 5.062, 1.436)  0.114
H (-2.356, 4.410, 0.278)  0.399
H (-0.619, 4.081, 0.042)  -0.139
H (-1.259, 5.719, -0.146)  0.504
C (0.610, -4.804, -4.370)  -0.916
N (-0.258, -3.759, -4.885)  0.260
C (-1.410, -3.988, -5.604)  -0.474
C (-1.978, -2.785, -5.830)  -0.508
N (-1.168, -1.839, -5.248)  0.305
C (-1.464, -0.413, -5.202)  -0.952
C (-0.127, -2.441, -4.654)  -0.064
Se (1.250, -1.625, -3.685)  -0.330
H (0.679, -5.601, -5.107)  0.368
H (0.201, -5.197, -3.440)  0.246
H (1.596, -4.387, -4.188)  0.337
H (-1.710, -4.977, -5.901)  0.514
H (-2.875, -2.519, -6.359)  0.447
H (-2.153, -0.182, -6.010)  0.343
H (-0.542, 0.149, -5.336)  0.358
H (-1.915, -0.162, -4.244)  0.273
O (-1.431, -2.743, -2.259)  -0.031
C (-2.357, -3.019, -1.429)  -0.337
O (-2.373, -2.626, -0.258)  -0.460
H (-3.161, -3.675, -1.798)  0.444
C (1.171, -2.985, -0.247)  -1.829
C (0.714, -3.412, 1.064)  0.890
C (1.362, -2.950, 2.216)  -0.173
C (0.949, -3.355, 3.468)  -0.836
C (-0.133, -4.229, 3.584)  0.731
C (-0.779, -4.712, 2.447)  -1.010
C (-0.354, -4.306, 1.198)  -0.114
C (-0.584, -4.630, 4.889)  -0.217
N (-0.947, -4.935, 5.935)  -0.477
H (0.909, -3.603, -1.101)  0.569
H (2.148, -2.524, -0.312)  0.727
H (2.209, -2.285, 2.114)  0.383
H (1.456, -3.013, 4.360)  0.539
H (-1.608, -5.398, 2.552)  0.496
H (-0.853, -4.677, 0.315)  0.449

- LUMO (Eh) = -0.1606
- HOMO (hartree) = -0.385
- net charge = +1

=====

Record 11
# C4H13BrN2Si

A single C4H13BrN2Si molecule (the ωB97M-V functional and the def2-TZVPD basis, the OMol25 dataset).

Each line ends with the natural charge from an NBO analysis.
Element x y z (Å)
C (-1.166, -0.029, -1.750)  -0.426
N (-0.281, 1.043, -1.280)  -0.891
C (-1.147, 2.166, -0.760)  -0.434
Si (1.077, 0.586, -0.372)  1.633
Br (2.089, 2.480, 0.295)  -0.320
N (1.129, -0.626, 0.949)  -0.849
C (0.907, -1.999, 0.660)  -0.389
C (1.037, -0.115, 2.269)  -0.429
H (-0.483, -0.849, -1.985)  0.203
H (-2.063, -0.364, -1.242)  0.199
H (-1.431, 0.297, -2.840)  0.194
H (-0.500, 2.910, -0.347)  0.219
H (-1.501, 2.741, -1.725)  0.193
H (-2.099, 1.800, -0.133)  0.191
H (1.806, -0.101, -1.397)  -0.236
H (1.298, -2.125, -0.316)  0.208
H (1.272, -2.612, 1.392)  0.191
H (-0.150, -2.213, 0.773)  0.165
H (1.771, 0.696, 2.561)  0.217
H (-0.020, 0.165, 2.741)  0.168
H (1.490, -0.891, 2.853)  0.193

- SMILES = CN(C)[SiH](Br)N(C)C
- LUMO (Eh) = 0.0276
- HOMO (hartree) = -0.313
- net charge = 0

=====

Record 12
# C24H44BrClN3O9PS

A 4-piece molecular cluster, C24H44BrClN3O9PS overall (the ωB97M-V functional and the def2-TZVPD basis, the OMol25 dataset).

Each line ends with the Mulliken charge.
Element x y z (Å)
C (3.214, 4.648, 1.467)  -0.745
C (4.050, 3.895, 0.257)  -0.489
C (3.099, 3.960, -1.091)  0.118
C (2.551, 2.456, -1.513)  -0.386
N (1.179, 2.632, -2.126)  -0.023
C (0.059, 2.213, -1.198)  -0.483
C (-0.186, 0.640, -0.688)  0.491
P (1.064, -0.709, -1.332)  0.328
O (0.262, -2.256, -1.521)  -0.395
Br (2.637, -1.110, 0.316)  -0.193
C (-1.440, 0.238, 0.339)  -0.129
Cl (-1.711, -1.517, 0.979)  -0.181
C (-2.509, 1.362, 0.868)  0.359
N (-3.718, 1.273, 1.776)  -0.515
S (-4.441, 2.883, 1.999)  0.228
N (-3.333, 3.758, 0.967)  -0.478
C (-2.232, 2.889, 0.342)  0.045
C (-0.980, 3.368, -0.659)  0.277
C (-0.909, 4.973, -0.988)  -0.475
C (-0.552, 5.350, -2.543)  0.468
O (-1.139, 4.865, -3.640)  -0.507
O (0.575, 6.314, -2.761)  -0.512
H (2.067, 4.586, 1.234)  0.172
H (3.567, 5.766, 1.520)  0.237
H (3.466, 4.058, 2.467)  0.278
H (5.095, 4.430, 0.060)  0.278
H (4.272, 2.767, 0.479)  0.261
H (3.707, 4.421, -1.988)  0.393
H (2.135, 4.627, -0.949)  -0.325
H (3.325, 2.023, -2.311)  0.251
H (2.546, 1.692, -0.596)  0.044
H (1.099, 2.213, -3.079)  0.352
H (0.361, -2.684, -0.599)  0.182
H (-0.116, 5.446, -0.242)  0.276
H (-1.957, 5.450, -0.704)  0.388
H (0.883, 6.616, -1.836)  0.367
C (-0.943, -5.157, 1.030)  -0.534
O (0.468, -5.142, 0.848)  -0.349
C (1.176, -5.222, 2.090)  -0.307
C (1.690, -6.642, 2.350)  -0.729
O (0.610, -7.556, 2.558)  -0.281
C (0.332, -8.333, 1.397)  -0.791
H (-1.411, -5.357, 0.062)  0.272
H (-1.259, -5.931, 1.733)  0.460
H (-1.278, -4.178, 1.385)  0.018
H (0.549, -4.870, 2.919)  0.272
H (2.034, -4.546, 2.011)  0.328
H (2.284, -6.635, 3.271)  0.377
H (2.339, -6.981, 1.535)  0.472
H (1.092, -9.114, 1.287)  0.320
H (0.295, -7.723, 0.492)  0.322
H (-0.643, -8.811, 1.532)  0.233
C (1.686, -6.753, 7.615)  -0.763
O (1.197, -5.851, 6.629)  -0.398
C (0.169, -6.437, 5.821)  0.467
C (-1.223, -5.975, 6.266)  -0.644
O (-1.542, -6.471, 7.569)  -0.378
C (-1.365, -5.482, 8.579)  -0.727
H (2.260, -6.179, 8.349)  0.245
H (0.877, -7.269, 8.137)  0.331
H (2.349, -7.485, 7.147)  0.325
H (0.245, -7.531, 5.829)  0.354
H (0.340, -6.097, 4.794)  -0.431
H (-1.965, -6.390, 5.576)  0.336
H (-1.306, -4.883, 6.231)  0.373
H (-2.196, -4.771, 8.546)  0.320
H (-0.417, -4.950, 8.473)  0.320
H (-1.372, -5.983, 9.553)  0.246
C (-3.417, 7.375, -7.760)  -0.744
O (-2.217, 7.310, -6.996)  -0.394
C (-2.061, 6.046, -6.339)  -0.122
C (-1.081, 5.142, -7.094)  -0.398
O (-1.606, 4.758, -8.369)  -0.385
C (-1.046, 5.522, -9.433)  -0.744
H (-3.349, 8.237, -8.430)  0.250
H (-3.568, 6.478, -8.364)  0.322
H (-4.270, 7.517, -7.091)  0.322
H (-3.032, 5.554, -6.206)  0.291
H (-1.652, 6.254, -5.345)  0.071
H (-0.940, 4.221, -6.517)  0.315
H (-0.103, 5.623, -7.202)  0.307
H (-0.031, 5.171, -9.643)  0.326
H (-1.030, 6.591, -9.208)  0.326
H (-1.661, 5.366, -10.325)  0.244

- SMILES = CCCCNc1c(P(O)Br)c(Cl)c2nsnc2c1CC(=O)O.COCCOC.COCCOC.COCCOC
- LUMO (Eh) = -0.0843
- HOMO (hartree) = -0.322
- net charge = 0

=====

Q: Which E_tot values were calculated for the entries above? A: -14668.1190 -19152.4222 -5150.9086 -25920.5970 -17546.1841 -19595.3508 -10977.9962 -8096.0024 -12416.4371 -305280.8278 -85259.4731 -151172.1493, in eV.
Q: Which max |F| values were calculated for the entries above? A: 4.57 5.16 1.94 4.66 4.62 4.08 6.54 0.52 3.77 0.51 4.50 8.90, in eV Å⁻¹.